# 1
ORCA calculation (wB97M-V/def2-TZVPD) on a structure of composition C39H33ClIO6PPtS.

Atoms and positions in Å:
Pt1 0.495 0.281 0.551
I1 3.012 0.573 -1.661
Cl1 -0.002 -8.076 -1.425
S1 -3.018 -1.673 -0.787
P1 0.395 2.423 0.026
O1 0.724 -1.401 -1.207
O2 0.566 -1.847 0.949
O3 -2.228 -0.476 -0.543
O4 -2.876 -2.696 0.245
O5 -2.954 -2.178 -2.149
O6 -1.275 0.753 2.725
C1 -1.972 2.441 -1.339
C2 -5.354 -1.125 0.606
C3 -1.158 4.004 3.937
C4 -2.313 3.087 -3.630
C5 -0.187 -4.501 0.359
C6 -7.230 0.097 -0.311
C7 -6.566 0.136 -1.536
C8 5.595 4.167 0.281
C9 -0.291 3.174 1.432
C10 0.980 0.127 3.403
C11 1.507 4.865 -0.183
C12 0.098 0.937 2.458
C13 -0.336 -5.854 0.095
C14 5.336 1.914 -0.453
C15 -0.621 2.775 -1.441
C16 -0.181 3.073 3.904
C17 0.917 -4.200 -1.754
C18 0.789 -5.554 -2.026
C19 3.991 2.090 -0.641
C20 -0.966 3.404 -3.742
C21 -2.813 2.604 -2.428
C22 0.166 -6.360 -1.091
C23 -0.123 3.247 -2.650
C24 2.379 5.943 0.029
C25 -8.594 0.717 -0.155
C26 0.332 2.468 2.620
C27 -5.316 -0.442 -1.689
C28 3.703 5.694 0.233
C29 -1.774 4.559 2.766
C30 6.148 2.945 0.055
C31 -1.775 -0.565 2.787
C32 3.335 3.308 -0.272
C33 -4.703 -1.078 -0.616
C34 1.921 3.555 -0.281
C35 0.591 -2.211 -0.271
C36 -1.298 4.116 1.545
C37 0.450 -3.675 -0.558
C38 4.207 4.384 0.088
C39 -6.607 -0.543 0.753
H1 -8.653 1.678 -0.669
H2 -0.591 -4.059 1.258
H3 -7.102 -0.576 1.718
H4 -4.864 -1.618 1.436
H5 4.394 6.488 0.495
H6 -0.568 3.768 -4.682
H7 -9.376 0.076 -0.573
H8 1.439 2.553 2.593
H9 -1.418 -1.090 3.684
H10 -1.535 -1.154 1.902
H11 5.790 0.974 -0.737
H12 1.153 -5.978 -2.952
H13 -2.347 2.024 -0.413
H14 0.703 0.338 4.443
H15 6.202 5.007 0.601
H16 -2.969 3.198 -4.486
H17 0.445 5.073 -0.190
H18 0.928 3.494 -2.741
H19 -3.857 2.328 -2.337
H20 1.369 -3.529 -2.473
H21 0.246 2.720 4.839
H22 7.207 2.770 0.204
H23 -8.831 0.883 0.897
H24 -1.742 4.510 0.631
H25 -4.797 -0.411 -2.638
H26 -1.487 4.358 4.913
H27 1.977 6.946 0.108
H28 0.897 -0.946 3.227
H29 -0.847 -6.505 0.791
H30 -2.860 -0.475 2.845
H31 2.022 0.414 3.249
H32 -7.034 0.635 -2.379
H33 -2.570 5.287 2.839

Values from the calculation:
**Multiplicity**: 1
**Total charge**: -2
**LUMO level**: 3.884 eV
**Frontier orbital gap**: 4.2 eV
**DFT total energy**: -97259.148 eV

Atom charges from the Mulliken analysis, given in e for atoms 1 to 4: atom 1 (Pt): 1.5176, atom 2 (I): 0.1357, atom 3 (Cl): -0.2775, atom 4 (S): 1.4599

# 2
ORCA calculation (wB97M-V/def2-TZVPD) on a cluster of 2 separate species, C2H3ClN2O in total at a distorted geometry.

Atoms and positions in Å:
Cl1 -3.851 -4.541 0.192
O1 1.058 2.323 -1.304
N1 2.246 2.533 -1.245
N2 1.421 0.305 1.269
C1 0.619 0.707 0.480
C2 0.340 1.181 -0.718
H1 1.426 0.268 2.310
H2 -0.495 1.023 -1.370
H3 -2.764 -3.800 0.387

Values from the calculation:
**Multiplicity**: 1
**LUMO level (spin up / spin down)**: -0.349 / -0.018 eV
**Frontier orbital gap (spin up / spin down)**: 7.9 / 8.3 eV
**DFT total energy**: -19665.963 eV
**Energy relative to the best compared isomer or geometry (same formula, charge and spin)**: 637.5 kJ/mol

Atom charges from the Mulliken analysis, given in e for atoms 1 to 4: atom 1 (Cl): -0.2544, atom 2 (O): -0.0656, atom 3 (N): -0.1741, atom 4 (N): -0.3641